No. 1
This record from the OMol25 dataset describes C13H13BrSi as an isolated structure. The level of theory is the ωB97M-V functional and the def2-TZVPD basis.

Geometry as XYZ:
```
28
Properties=species:S:1:pos:R:3
C 3.35423 -0.15769 -1.42850
C -2.08914 2.41959 -0.96057
C 3.77972 -0.38080 -0.12016
C 2.06457 -0.12885 -1.77586
C -1.99583 2.38558 0.47169
C -2.45950 1.23141 -1.52247
C 2.86503 -0.77514 0.85920
C 1.05796 -0.49007 -0.77955
C -1.79323 1.17015 1.08723
C -2.34106 0.00033 -0.89540
C 1.51825 -0.94310 0.48085
C -1.78648 -0.05347 0.39843
C -1.59741 -1.30933 1.18310
Si 0.26130 -1.45970 1.83687
Br -1.77024 -2.97545 0.18631
H 3.98955 0.22777 -2.22689
H -2.37785 3.25272 -1.59979
H 4.79173 -0.26607 0.20514
H 1.78397 0.23093 -2.72698
H -2.01173 3.34433 0.94551
H -2.74889 1.23850 -2.57343
H 3.21769 -1.26766 1.69670
H 0.11024 -0.77081 -1.12155
H -1.55978 1.25886 2.12065
H -2.73893 -0.90743 -1.29277
H 0.17801 -2.72699 2.36848
H 0.42703 -0.67174 3.06374
H -2.12923 -1.47587 2.12001
```

Summary:
- Frontier orbital gap: 9.414 eV
- HOMO: -0.3216 Eh
- Energy: -3366.61305 a.u.
- Charge: 0
- ΔE to the lowest compared entry with this formula, charge and spin: 0.0 kcal per mole

No. 2
This record from the OMol25 dataset describes C13H13Cl2N2OPdSbSeTe as an isolated structure. The level of theory is the ωB97M-V functional and the def2-TZVPD basis.

Geometry as XYZ:
```
35
Properties=species:S:1:pos:R:3
Pd -0.10692 0.00880 -0.95854
Cl -0.15471 -0.51714 4.03939
C 1.16419 -0.03709 3.02494
C 2.39562 0.27967 3.61570
C 3.46054 0.66117 2.85268
Cl 4.97548 1.04330 3.61787
C 3.33920 0.74763 1.44634
C 4.37833 1.13406 0.57070
C 4.15322 1.18635 -0.77446
C 2.88113 0.85252 -1.26845
N 1.89928 0.49341 -0.48140
C 2.09142 0.42899 0.87110
C 0.95982 0.01809 1.65416
O -0.17356 -0.27950 1.09126
H 2.49332 0.21507 4.69048
H 5.34670 1.38332 0.98232
H 4.93135 1.48030 -1.46417
H 2.65964 0.89502 -2.32862
C -3.60067 1.50304 -0.41755
Sb -2.59338 -0.29234 -0.92012
C -3.71209 -1.08207 -2.53113
C -3.04190 -1.49783 0.75736
H -4.67363 1.38980 -0.56379
H -3.23060 2.32003 -1.03295
H -3.39323 1.71676 0.62951
H -4.58894 -1.58708 -2.12878
H -3.10304 -1.79221 -3.08124
H -4.01600 -0.26732 -3.18467
H -4.11592 -1.51414 0.93642
H -2.50825 -1.07335 1.60486
H -2.67543 -2.50547 0.57062
Te -0.50191 1.23142 -3.19313
Se 0.56878 -1.08819 -3.67664
C -0.44326 -2.33489 -2.76236
N -1.06461 -3.12016 -2.18774
```

Summary:
- Frontier orbital gap: 6.374 eV
- HOMO: -0.2775 Eh
- Energy: -4645.90708 a.u.
- Charge: 0
- ΔE to the lowest compared entry with this formula, charge and spin: 0.0 kcal per mole

No. 3
This record from the OMol25 dataset describes C13H13CoN4O2S2 as an isolated structure. The level of theory is the ωB97M-V functional and the def2-TZVPD basis.

Geometry as XYZ:
```
35
Properties=species:S:1:pos:R:3
Co -0.01175 0.02125 -0.00071
O 1.69035 0.00577 -0.02118
N 0.44757 5.70006 -2.07467
C 0.23732 5.08822 -1.11527
N -0.01643 4.42366 -0.00232
C -0.00959 3.16910 -0.03463
N -0.01211 1.99868 -0.01525
O -1.37857 -2.12765 0.47965
S 0.03162 -2.41434 0.06155
C 0.19401 -4.23726 -0.02213
C 1.29821 -4.64541 0.94550
C 1.14662 -3.71897 2.14854
C 1.07732 -2.31772 1.55738
H 0.40122 -4.52943 -1.05042
H -0.77212 -4.64370 0.27719
H 2.27746 -4.50287 0.48377
H 1.21376 -5.69594 1.22308
H 1.97768 -3.81695 2.84636
H 0.22658 -3.94896 2.68994
H 2.06177 -1.97554 1.23607
H 0.64886 -1.58056 2.23668
S -3.13151 0.74680 -2.29567
C -1.76660 0.44561 -1.30296
N -2.00302 0.08771 -0.08796
C -3.35656 0.02384 0.15809
C -3.95604 -0.32887 1.36362
C -5.32801 -0.34157 1.44295
C -6.11506 -0.00596 0.33087
C -5.53777 0.34461 -0.86912
C -4.14894 0.35579 -0.94531
H -0.73946 0.56229 -1.69662
H -3.34098 -0.58673 2.21462
H -5.80351 -0.61390 2.37485
H -7.19315 -0.02212 0.41435
H -6.14580 0.60282 -1.72503
```

Summary:
- Frontier orbital gap (spin up / spin down): 7.939 / 7.044 eV
- HOMO (spin up / spin down): -0.2986 / -0.2954 Eh
- Energy: -3051.65123 a.u.
- Charge: 0
- <S²>: 6.023
- 2S+1: 5
- ΔE to the lowest compared entry with this formula, charge and spin: 80.7 kcal per mole

No. 4
This record from the OMol25 dataset describes a 2-piece molecular cluster, C13H13F2N2 overall. The level of theory is the ωB97M-V functional and the def2-TZVPD basis.

Geometry as XYZ:
```
30
Properties=species:S:1:pos:R:3
F 3.97002 1.33906 3.68141
C 2.91341 0.96153 2.89555
C 1.68091 1.58765 3.08075
C 0.63026 1.21040 2.25975
C 0.77870 0.23085 1.22346
C -0.33315 0.02135 0.35510
C -0.59116 -1.03022 -0.57322
C -1.92332 -1.14342 -1.09257
C -2.25368 -2.04502 -2.09167
C -1.25034 -2.88524 -2.57403
F -1.55462 -3.76958 -3.57482
C 0.04451 -2.88326 -2.06309
C 0.36077 -1.96956 -1.06475
C 2.04776 -0.41482 1.14273
C 3.11093 -0.05115 1.96071
H 1.55478 2.34216 3.85379
H -0.35130 1.66786 2.39402
H -1.16130 0.71410 0.49381
H -2.69495 -0.49594 -0.67122
H -3.26565 -2.10937 -2.48497
H 0.79368 -3.58107 -2.43026
H 1.36860 -1.97904 -0.67468
H 2.21704 -1.20139 0.42095
H 4.07318 -0.55117 1.87170
N -1.14293 2.51268 -0.62155
N -2.24604 2.84203 -1.50633
H -0.29497 2.55467 -1.18193
H -1.10361 3.24594 0.08301
H -2.29256 2.08315 -2.18160
H -3.08497 2.79679 -0.93000
```

Summary:
- Frontier orbital gap: 5.821 eV
- HOMO: -0.4306 Eh
- Energy: -812.09543 a.u.
- Charge: +1
- ΔE to the lowest compared entry with this formula, charge and spin: 3.9 kcal per mole

No. 5
This record from the OMol25 dataset describes C13H13IrN4O2 as an isolated structure. The level of theory is the ωB97M-V functional and the def2-TZVPD basis.

Geometry as XYZ:
```
33
Properties=species:S:1:pos:R:3
Ir 0.65889 1.56517 0.78459
O -2.85504 -0.75956 2.63665
C -3.21025 -1.48388 1.62944
C -4.38240 -2.28479 1.75815
C -4.80323 -3.03504 0.70271
C -4.06554 -3.03408 -0.50226
C -2.89206 -2.27623 -0.63337
C -2.45436 -1.49152 0.40674
C -1.22825 -0.68541 0.31542
O -0.94797 0.14876 1.26824
N -0.44315 -0.91507 -0.71057
N 0.63711 -0.14262 -0.68582
C 1.73381 -0.41303 -1.28257
C 2.86983 0.44714 -0.99251
C 4.08929 0.30134 -1.63530
C 5.16437 1.08549 -1.24060
C 4.99026 1.99345 -0.20904
C 3.74054 2.10062 0.38187
N 2.70579 1.35076 0.00346
H -2.05367 -0.22340 2.41386
H -4.91232 -2.26631 2.70178
H -5.70011 -3.63239 0.78970
H -4.41218 -3.62910 -1.33687
H -2.31440 -2.30299 -1.54552
H 1.83967 -1.29038 -1.91418
H 4.18508 -0.42555 -2.43062
H 6.12575 0.98053 -1.72450
H 5.80296 2.61191 0.14316
H 3.57608 2.80638 1.18567
N -0.23956 3.48803 0.03002
H -0.07202 3.60603 -0.96480
H 0.11517 4.31973 0.49608
H -1.24810 3.48599 0.16098
```

Summary:
- Frontier orbital gap (spin up / spin down): 7.895 / 5.621 eV
- HOMO (spin up / spin down): -0.5475 / -0.5550 Eh
- Energy: -976.34608 a.u.
- Charge: +2
- <S²>: 6.037
- 2S+1: 5

No. 6
This record from the OMol25 dataset describes C13H13MgN8O4 as an isolated structure. The level of theory is the ωB97M-V functional and the def2-TZVPD basis.

Geometry as XYZ:
```
39
Properties=species:S:1:pos:R:3
Mg -0.50282 -0.19119 -0.92964
O -4.04794 2.03645 -1.28845
C -2.84851 1.50455 -1.32115
O -2.62529 0.30379 -1.37949
C -1.71589 2.47240 -1.24276
C -1.74815 3.84941 -1.14572
C -0.52475 4.50332 -0.98464
C 0.65308 3.78007 -0.85761
C 0.58001 2.39492 -0.96060
N -0.57481 1.80078 -1.18826
C 1.64617 1.34771 -0.62351
O 2.56432 1.69815 0.11641
O 1.37827 0.18290 -1.04802
H -4.73379 1.35337 -1.30636
H -2.68182 4.39199 -1.18023
H -0.50138 5.58308 -0.92433
H 1.60378 4.26025 -0.67579
N 2.59006 0.45547 3.21491
C 1.41010 0.43132 3.81878
N 1.35537 0.60450 5.14774
N 0.24866 0.23626 3.21695
C -0.09751 -0.00042 2.01605
N -0.66844 -0.26602 1.02603
H 3.41962 0.63695 3.75469
H 2.69381 0.48073 2.19465
H 2.18748 0.70208 5.69967
H 0.47332 0.48653 5.61220
N 1.89516 -4.78741 -1.79826
C 0.72250 -4.13647 -1.65632
C 0.64523 -2.72947 -1.72279
N -0.51100 -2.10530 -1.55429
C -1.61157 -2.84117 -1.33375
C -1.52115 -4.21975 -1.27946
N -0.37262 -4.86432 -1.43001
H 2.74618 -4.29629 -1.99682
H 1.89354 -5.79178 -1.77597
H 1.52167 -2.11932 -1.90127
H -2.54623 -2.31309 -1.20901
H -2.39465 -4.83496 -1.10356
```

Summary:
- Frontier orbital gap: 8.028 eV
- HOMO: -0.4177 Eh
- Energy: -1442.33801 a.u.
- Charge: +1
- ΔE to the lowest compared entry with this formula, charge and spin: 0.0 kcal per mole

No. 7
This record from the OMol25 dataset describes one molecule with the formula C13H13N3O3S2. The level of theory is the ωB97M-V functional and the def2-TZVPD basis.

Geometry as XYZ:
```
34
Properties=species:S:1:pos:R:3
C 3.76186 0.14777 -0.03852
H 3.86508 0.17481 -1.12221
H 3.79481 1.16819 0.35324
H 4.57856 -0.44126 0.38790
O 2.50937 -0.45672 0.20007
C 2.07445 -0.64062 1.47884
C 2.82975 -0.25925 2.58464
C 2.37253 -0.47204 3.87219
C 1.14824 -1.07983 4.08627
C 0.39373 -1.46392 2.99813
C 0.82222 -1.25473 1.68619
C -0.13008 -1.72345 0.64164
O -1.09048 -2.40786 0.92651
N 0.14631 -1.33424 -0.65098
C -0.60186 -1.46939 -1.80084
O -0.13533 -1.12574 -2.85828
C -1.98703 -2.05824 -1.65541
H -1.96113 -3.13198 -1.84315
H -2.41063 -1.86982 -0.67140
S -3.07568 -1.34047 -2.92065
C -2.84214 0.31099 -2.49089
N -2.10176 0.70625 -1.50857
N -2.06077 2.02482 -1.37862
C -2.75535 2.67450 -2.23549
C -2.87019 4.14623 -2.29605
H -2.28049 4.58263 -1.49464
H -2.50835 4.51299 -3.25553
H -3.91101 4.44802 -2.18857
S -3.59472 1.61924 -3.38041
H 1.02489 -0.84469 -0.79871
H -0.56456 -1.94267 3.13144
H 0.78796 -1.25107 5.08812
H 2.98244 -0.16079 4.70691
H 3.78935 0.21233 2.44682
```

Summary:
- Frontier orbital gap: 8.853 eV
- HOMO: -0.3140 Eh
- Energy: -1689.55501 a.u.
- Charge: 0
- SMILES: COc1ccccc1C(=O)NC(=O)CSc1nnc(C)s1
- ΔE to the lowest compared entry with this formula, charge and spin: 0.0 kcal per mole

No. 8
This record from the OMol25 dataset describes C13H13N4O4Pd as an isolated structure. The level of theory is the ωB97M-V functional and the def2-TZVPD basis.

Geometry as XYZ:
```
35
Properties=species:S:1:pos:R:3
Pd 1.05017 0.72612 -1.59722
C -2.29773 2.77442 -1.59722
C -2.07933 1.31182 -1.59722
N -0.92503 0.68772 -1.59722
C -1.23093 -0.65998 -1.59722
C -2.60353 -0.86928 -1.59722
N -3.11093 0.41442 -1.59722
C -3.49063 -2.00368 -1.59722
O -2.91273 -3.22178 -1.59722
O -4.71243 -1.88228 -1.59722
C -0.16303 -1.67378 -1.59722
O -0.53793 -2.89158 -1.59722
O 1.01177 -1.21808 -1.59722
H -1.34193 3.30752 -1.59722
H -2.85813 3.08082 -0.70862
H -2.85813 3.08082 -2.48582
H -4.09743 0.63102 -1.59722
H -1.90833 -3.19798 -1.59722
N 0.56187 1.11722 2.52978
C 0.25037 1.36662 1.22288
N 1.05017 0.72612 0.40168
C 1.91677 0.03202 1.21138
C 2.97837 -0.81828 0.87128
C 3.71987 -1.41218 1.90088
C 3.41037 -1.16428 3.24088
C 2.35417 -0.31828 3.60028
C 1.63217 0.25992 2.55418
H 0.08737 1.49722 3.33528
H -0.56333 2.01842 0.93428
H 3.21207 -1.00538 -0.17072
H 4.54587 -2.07368 1.65058
H 4.00257 -1.63858 4.02108
H 2.11547 -0.12708 4.64058
H 2.74197 0.72612 -1.59722
H 1.05017 2.41792 -1.59722
```

Summary:
- Frontier orbital gap: 4.872 eV
- HOMO: -0.0810 Eh
- Energy: -1151.09585 a.u.
- Charge: -1

Q: What is the formula in the second record?
A: C13H13Cl2N2OPdSbSeTe